[1]
DFT (ωB97M-V with the def2-TZVPD basis set) results for 40 unconnected molecules or ions with the total composition H80O40.

Output
F_max (eV/A): 5.58
Kohn-Sham gap (eV): 9.79
Relative energy (zero: lowest compared OMol25 entry of this formula, charge and spin) (eV): 13.812
Electronic energy (Eh): -3057.2498

Each line ends with the Mulliken charge.
Element x y z (Å)
1 H -1.75 -0.25 4.69  0.26
2 H -3.04 1.52 -4.54  0.30
3 H -0.91 -2.34 -5.38  0.27
4 H 0.67 5.00 -0.36  0.20
5 O 3.21 -5.64 1.54  -0.66
6 O -3.36 -0.98 -2.12  -0.50
7 H -1.12 -4.99 0.32  0.23
8 H 3.71 3.17 -1.44  0.25
9 O 2.75 -3.11 -0.32  -0.45
10 O -0.04 -0.46 -1.11  0.52
11 H -2.55 -1.26 -2.63  0.19
12 H 5.78 1.76 2.03  0.31
13 H -0.18 3.43 -3.06  0.26
14 H -5.62 -1.90 3.21  0.33
15 H -2.79 2.43 3.36  0.32
16 O -2.18 -1.40 0.59  -0.22
17 H -5.39 -0.48 1.76  0.30
18 O 1.20 2.09 0.72  0.10
19 H 3.98 -1.94 3.76  0.27
20 O -0.83 -4.28 -0.22  -0.54
21 H 2.89 -4.95 0.93  0.31
22 H -1.88 -2.32 0.43  0.13
23 O 3.28 -0.65 -0.02  -0.46
24 H -1.37 -1.37 -6.64  0.27
25 H -2.70 1.06 -3.26  0.23
26 H -5.20 0.79 -3.27  0.38
27 H -1.81 5.01 1.31  0.24
28 H 2.17 -2.41 -0.11  0.29
29 O 3.45 4.31 3.10  -0.61
30 O 0.36 3.60 -3.87  -0.59
31 H 1.40 -4.16 -2.97  0.31
32 H -1.51 -4.77 2.58  0.39
33 H 0.51 -0.44 1.15  -0.25
34 H 4.55 -0.71 -2.71  0.32
35 H 2.04 4.52 -0.37  0.30
36 H 2.97 4.20 3.93  0.34
37 H 2.52 -6.32 1.38  0.37
38 H -0.04 2.41 6.04  0.26
39 O 1.34 4.65 -1.05  -0.63
40 H -1.17 2.67 -0.29  0.06
41 H 1.03 0.54 -4.45  0.35
42 H -4.59 2.95 -1.91  0.31
43 O 0.41 2.17 5.20  -0.52
44 H -0.86 -0.71 -1.50  -0.18
45 O 3.31 4.04 -3.83  -0.64
46 H 2.84 -2.18 2.89  0.21
47 H 2.44 -0.20 0.20  -0.06
48 H 3.53 4.91 -3.42  0.32
49 H -3.49 0.91 2.71  0.21
50 O -3.52 1.07 -3.82  -0.67
51 H -5.54 3.75 -1.02  0.31
52 O -6.24 -1.60 2.61  -0.66
53 H 2.45 0.13 3.86  0.29
54 H -0.68 6.00 1.73  0.32
55 H 2.85 -4.07 -3.36  0.27
56 H 4.60 0.99 2.62  0.30
57 H 3.47 -0.84 0.88  0.28
58 H -6.26 -2.20 1.88  0.31
59 O -1.69 -0.44 5.62  -0.61
60 O 0.53 -0.04 -5.20  -0.69
61 O 2.67 0.69 4.52  -0.50
62 H 0.58 -6.23 -1.21  0.38
63 H -1.48 -0.87 0.91  0.08
64 O -0.33 1.45 -2.56  0.32
65 H -4.24 -3.26 0.41  0.30
66 H -1.54 -1.39 5.57  0.31
67 H -3.17 -0.47 2.09  0.30
68 H 2.83 3.63 2.78  0.24
69 O -4.56 3.72 -1.34  -0.59
70 H -3.63 2.02 2.00  0.36
71 O 5.58 0.88 2.35  -0.63
72 O -0.88 -2.05 -6.24  -0.59
73 H -0.09 3.74 -4.67  0.20
74 H 0.76 -0.64 -1.68  -0.04
75 H 0.74 -1.07 -4.03  0.57
76 O -6.08 0.62 -2.94  -0.62
77 O -5.08 0.44 1.70  -0.73
78 H 2.91 1.15 -5.55  0.23
79 H -3.76 -1.81 -1.85  0.20
80 O -1.46 3.42 -0.74  -0.26
81 H 0.48 4.68 2.29  0.20
82 O -0.25 -3.13 4.05  -0.55
83 H 2.06 1.78 1.15  0.05
84 O 0.50 -1.91 -3.37  -0.63
85 H -2.89 -3.95 0.11  0.30
86 O 4.93 -0.73 -3.63  -0.66
87 H -4.73 0.56 0.77  0.38
88 H -0.59 1.15 -1.65  -0.03
89 O -3.33 2.77 2.55  -0.65
90 H -0.52 -4.03 4.32  0.29
91 H 0.10 -4.49 -0.20  0.14
92 H -5.91 -0.25 -2.52  0.29
93 O 0.81 3.89 2.69  -0.40
94 H 0.64 1.74 -2.50  -0.03
95 H 0.80 3.96 3.67  0.20
96 H 1.07 2.90 1.24  0.04
97 O 2.53 1.00 -4.67  -0.52
98 O 1.12 -1.12 1.41  0.62
99 H 0.36 1.25 5.08  0.27
100 H 3.32 1.44 -4.19  0.35
101 O 3.13 -1.52 3.61  -0.55
102 O 2.23 -4.43 -2.69  -0.54
103 O -3.10 0.05 2.88  -0.33
104 H -0.82 -6.14 2.30  0.27
105 H 3.06 0.86 5.30  0.18
106 H 0.38 -2.92 4.84  0.29
107 H 1.41 -5.52 -0.28  0.16
108 O -0.85 5.20 1.24  -0.64
109 O 0.94 -6.36 -0.31  -0.68
110 H 2.37 4.00 -3.80  0.32
111 H 3.72 -2.95 -0.30  0.20
112 O -3.56 -3.96 0.80  -0.56
113 H 0.83 -1.73 2.18  -0.13
114 H 4.97 2.96 -0.69  0.23
115 H 1.27 -2.02 -2.84  0.10
116 O 4.04 3.00 -0.57  -0.48
117 H -0.28 0.46 -5.21  0.33
118 H 4.38 0.06 -3.85  0.24
119 O -1.02 -5.48 2.96  -0.67
120 H -1.30 4.31 -0.51  0.18



[2]
DFT (ωB97M-V with the def2-TZVPD basis set) results for 41 unconnected molecules or ions with the total composition H80O44S.

Output
F_max (eV/A): 2.90
Kohn-Sham gap (eV): 8.78
Total charge: -2
Relative energy (zero: lowest compared OMol25 entry of this formula, charge and spin) (eV): 3.352
Electronic energy (Eh): -3757.0422

Each line ends with the Mulliken charge.
Element x y z (Å)
1 H 1.91 -1.64 -1.04  0.06
2 H -0.48 1.26 6.12  0.25
3 O -5.15 1.98 -1.93  -0.70
4 H 0.80 -1.64 3.83  0.24
5 H 4.15 -4.24 3.47  0.26
6 H 3.36 -3.56 -2.14  0.39
7 H 2.16 4.78 -2.36  0.27
8 H -2.75 1.68 4.39  0.32
9 O -0.80 3.44 -0.37  -0.27
10 H 1.27 -2.18 -4.66  0.18
11 H -2.47 -0.76 -4.26  0.55
12 H -2.12 -1.02 1.90  0.23
13 H -2.48 -3.46 0.08  0.41
14 H -3.50 1.48 3.09  0.47
15 O 1.30 2.69 1.60  -0.14
16 O -2.74 1.70 1.59  -0.25
17 H 0.86 3.54 1.48  -0.24
18 H -4.79 -2.63 1.29  0.33
19 H 2.48 0.26 0.71  -0.55
20 H 4.14 0.72 -3.38  0.29
21 H 0.77 -0.53 2.80  0.11
22 O -4.60 -3.20 3.08  -0.68
23 H -4.63 1.19 -1.76  0.25
24 O -1.61 -2.74 -1.47  -0.66
25 H -3.65 -1.00 -0.80  0.00
26 H 3.29 -0.53 -3.27  0.25
27 H -2.98 0.76 -2.62  0.21
28 O -0.82 -3.81 -4.82  -0.64
29 H -0.64 4.66 4.07  0.28
30 H -2.19 1.10 1.09  0.44
31 H 3.40 0.71 -0.40  0.20
32 H 4.23 2.26 1.36  0.31
33 H 1.39 5.77 1.43  0.35
34 H -1.39 3.38 -1.12  0.29
35 O 2.65 4.09 -2.80  -0.57
36 O -3.49 -0.06 -0.90  0.11
37 O -3.63 1.58 4.03  -0.78
38 O 2.76 -2.08 -0.99  -0.73
39 H 2.17 2.31 -2.52  0.19
40 H 1.75 1.79 3.11  0.40
41 O 2.92 -1.97 2.32  -1.02
42 H -2.10 -2.25 -2.13  0.21
43 H 3.57 4.35 -2.72  0.25
44 O 3.36 0.61 0.55  0.42
45 H -4.60 0.50 1.03  0.35
46 O -3.20 4.09 -1.75  -0.64
47 H -3.22 4.17 -0.80  0.29
48 O -5.17 -2.26 0.50  -0.66
49 O -2.54 0.95 -3.45  -0.58
50 H 0.22 -5.16 1.09  0.40
51 O -2.50 -3.89 0.94  -0.82
52 H 1.22 1.10 -4.04  0.15
53 H 6.25 -1.15 1.45  0.28
54 O -1.22 -0.23 0.60  0.77
55 O -0.67 -5.17 -1.79  -0.78
56 O 0.00 5.73 0.56  -0.67
57 H 3.73 -5.02 -2.22  0.32
58 H -1.66 2.48 -3.77  0.36
59 H -1.66 -2.03 -4.09  0.02
60 H -0.46 0.70 4.72  0.31
61 O 4.02 -0.07 -2.85  -0.64
62 H 3.05 3.03 1.90  0.48
63 O -2.55 -1.69 -4.04  -0.78
64 H 1.79 1.13 -5.44  0.28
65 H -1.75 -1.41 3.31  0.13
66 H 1.71 -3.45 -0.20  0.06
67 O -1.16 3.14 -4.25  -0.71
68 H 3.52 -2.86 3.41  0.54
69 H -3.25 1.03 -4.08  0.36
70 O 3.74 -4.21 -2.73  -0.69
71 O 0.25 -0.95 -1.18  0.27
72 H -1.26 -5.08 1.39  0.44
73 O 1.10 -0.68 1.00  0.83
74 H 3.62 1.26 4.36  0.49
75 O 4.51 0.91 4.38  -0.74
76 O -1.38 4.06 3.94  -0.63
77 O 0.38 1.24 -0.21  -2.15
78 H -3.87 -2.63 2.84  0.32
79 O 1.60 -4.29 0.25  -0.61
80 H -5.50 -1.40 0.77  0.40
81 H 0.99 2.16 0.86  0.71
82 H -0.52 2.63 -4.75  0.35
83 H -6.01 1.78 -1.58  0.27
84 H -0.08 -4.41 -4.75  0.31
85 H -0.77 -4.50 -1.10  0.27
86 O 2.02 1.38 3.93  -0.80
87 H -2.37 -3.18 1.56  0.41
88 H 5.23 -0.08 1.14  0.27
89 H -3.85 3.42 -1.95  0.35
90 H -0.92 -2.14 -1.19  0.43
91 H -4.77 -2.99 4.00  0.30
92 H 2.46 -4.49 0.61  0.21
93 H 3.50 -1.22 2.17  0.21
94 H 1.70 0.48 3.86  0.40
95 H 4.72 0.73 3.46  0.26
96 H 1.27 1.55 -1.57  -0.07
97 O 1.63 1.53 -2.46  0.56
98 O 3.96 -3.47 4.01  -0.70
99 O -0.49 -5.62 1.55  -0.72
100 H -0.56 -3.18 -5.49  0.28
101 H -2.81 0.13 -0.25  -0.22
102 O -5.36 0.17 1.51  -0.62
103 H 0.22 -1.06 -2.63  0.17
104 H -1.02 3.19 4.08  0.29
105 S 0.12 -0.15 0.04  -1.07
106 O 4.00 3.03 1.87  -0.71
107 O -0.61 1.51 5.21  -0.59
108 H 2.36 -2.00 1.54  0.30
109 H -0.77 6.29 0.56  0.31
110 O 0.26 -1.22 -3.57  -0.04
111 H 0.34 -0.34 -3.96  0.50
112 H 2.14 5.79 2.75  0.27
113 H -0.21 2.69 -0.47  0.06
114 O 2.27 5.83 1.81  -0.62
115 H -5.92 0.94 1.63  0.27
116 H 2.38 -3.21 -4.62  0.29
117 O 5.87 -0.34 1.80  -0.64
118 H -0.87 -4.70 -2.60  0.39
119 H -0.34 4.85 0.39  0.39
120 H 3.38 -1.44 -1.34  0.25
121 H -2.52 2.57 1.24  0.20
122 O -2.38 -1.60 2.61  -0.23
123 O 0.49 -0.74 3.69  -0.87
124 O 0.96 1.15 -4.96  -0.72
125 O 2.07 -2.45 -5.11  -0.71



Which value of F_max does entry 1 give? 5.58 eV/A



What is the Kohn-Sham gap in the first record? 9.79 eV